--- one ---
{"formula": "C3H12N2O", "method": "ωB97M-V/def2-TZVPD", "smiles": "NCCO.CN", "orbital_gap_ev": 10.011, "lumo_ev": 0.84, "homo_energy_ev": -9.175, "elements": ["C", "N", "H", "H", "H", "H", "H", "H", "C", "O", "C", "N", "H", "H", "H", "H", "H", "H"], "positions_angstrom": [[-1.805, 2.203, 0.283], [-0.335, 1.894, 0.326], [-2.285, 1.536, 0.992], [-2.010, 3.240, 0.558], [-2.175, 2.004, -0.714], [-0.544, 0.478, -0.074], [-0.035, 2.007, 1.290], [0.112, 2.655, -0.182], [-0.008, -0.936, 0.280], [-1.152, -0.376, -0.507], [1.278, -1.053, -0.535], [2.162, -2.031, 0.143], [0.321, -0.615, 1.283], [-0.361, -1.967, 0.451], [1.069, -1.353, -1.567], [1.832, -0.107, -0.558], [1.757, -2.964, 0.116], [2.990, -2.113, -0.430]], "nbo_charge": [-0.414, -0.809, 0.213, 0.179, 0.217, 0.489, 0.371, 0.377, -0.161, -0.791, -0.235, -0.835, 0.173, 0.179, 0.176, 0.175, 0.348, 0.350]}

---

--- two ---
{"formula": "C3H12N2O", "method": "ωB97M-V/def2-TZVPD", "smiles": "C=C.NCO.N", "orbital_gap_ev": 10.049, "lumo_ev": 0.70, "homo_energy_ev": -9.346, "elements": ["C", "C", "N", "H", "H", "H", "H", "H", "H", "H", "H", "N", "C", "O", "H", "H", "H", "H"], "positions_angstrom": [[-2.163, 2.060, -1.294], [-2.606, 0.832, -0.924], [0.536, -1.573, 2.322], [-2.878, 2.916, -1.131], [-0.079, 0.477, 0.125], [-1.034, 2.200, -1.586], [-3.499, 0.351, -1.015], [-1.961, -0.050, -0.498], [0.035, -1.424, 3.188], [1.476, -1.842, 2.632], [0.121, -2.287, 1.695], [1.901, -1.075, -0.803], [1.822, 0.263, -0.285], [0.651, 0.984, -0.326], [1.391, -1.735, -0.336], [1.476, -1.163, -1.767], [2.219, 0.131, 0.731], [2.594, 0.934, -0.729]], "nbo_charge": [-0.404, -0.394, -1.102, 0.209, 0.475, 0.242, 0.189, 0.156, 0.370, 0.368, 0.367, -0.837, 0.087, -0.727, 0.344, 0.346, 0.149, 0.162]}

---

--- three ---
{"formula": "C3H12N2O", "method": "ωB97M-V/def2-TZVPD", "smiles": "COCN.CN", "orbital_gap_ev": 10.183, "lumo_ev": 1.02, "homo_energy_ev": -9.159, "elements": ["C", "C", "N", "O", "H", "H", "H", "H", "H", "H", "H", "C", "N", "H", "H", "H", "H", "H"], "positions_angstrom": [[0.400, -1.543, -0.224], [0.468, -0.129, -2.124], [-0.545, -2.222, 0.607], [-0.178, -1.197, -1.480], [-0.844, -3.081, 0.157], [-1.375, -1.645, 0.724], [1.271, -2.196, -0.380], [0.726, -0.627, 0.285], [1.480, -0.413, -2.444], [-0.133, 0.112, -2.999], [0.537, 0.742, -1.462], [-0.764, 1.527, 1.504], [0.524, 1.798, 0.882], [0.497, 2.695, 0.405], [1.248, 1.859, 1.595], [-1.512, 1.417, 0.713], [-1.103, 2.313, 2.197], [-0.697, 0.588, 2.044]], "nbo_charge": [0.077, -0.259, -0.832, -0.564, 0.358, 0.356, 0.152, 0.177, 0.157, 0.187, 0.184, -0.417, -0.842, 0.354, 0.355, 0.192, 0.170, 0.195]}

---

Tell me which of them is the most stable. Sure, it is three.

---

--- one ---
{"formula": "C2H10N4", "method": "ωB97M-V/def2-TZVPD", "orbital_gap_ev": [8.838, 8.444], "lumo_ev": [1.04, 0.95], "homo_energy_ev": [-7.797, -7.498], "elements": ["C", "C", "N", "N", "N", "N", "H", "H", "H", "H", "H", "H", "H", "H", "H", "H"], "positions_angstrom": [[-1.736, 0.373, 0.685], [0.645, 0.141, 1.206], [1.498, 0.547, -1.450], [0.051, -1.233, -1.381], [-0.395, 0.870, 0.452], [0.222, 0.160, -1.435], [-1.865, -0.763, 0.492], [-1.942, 0.587, 1.786], [-2.475, 0.905, 0.079], [0.294, -0.208, 2.135], [0.930, -0.785, 0.646], [1.488, 0.744, 1.366], [2.134, 0.337, -0.750], [1.445, 1.562, -1.416], [0.542, -1.720, -0.629], [-0.835, -1.519, -1.786]], "nbo_charge": [-0.449, -0.444, -0.608, -0.663, -0.413, 0.039, 0.153, 0.197, 0.205, 0.197, 0.130, 0.191, 0.340, 0.372, 0.356, 0.398]}

---

--- two ---
{"formula": "C2H10N4", "method": "ωB97M-V/def2-TZVPD", "smiles": "CNN(C)NN", "orbital_gap_ev": 9.814, "lumo_ev": 1.16, "homo_energy_ev": -8.659, "elements": ["C", "N", "N", "N", "H", "H", "H", "H", "H", "C", "N", "H", "H", "H", "H", "H"], "positions_angstrom": [[1.230, 1.264, -0.946], [0.925, -1.029, 1.701], [0.760, 0.232, 1.098], [0.507, 0.188, -0.291], [1.875, -1.339, 1.518], [0.294, -1.738, 1.322], [2.286, 1.149, -0.714], [0.891, 2.254, -0.616], [1.071, 1.171, -2.017], [-1.723, -0.855, -0.467], [-0.918, 0.338, -0.610], [-1.377, 1.156, -0.198], [-0.013, 0.721, 1.574], [-2.710, -0.665, -0.892], [-1.852, -1.190, 0.571], [-1.246, -1.655, -1.034]], "nbo_charge": [-0.408, -0.655, -0.342, -0.158, 0.348, 0.331, 0.208, 0.166, 0.209, -0.416, -0.507, 0.331, 0.326, 0.205, 0.158, 0.205]}

---

--- three ---
{"formula": "C2H10N4", "method": "ωB97M-V/def2-TZVPD", "smiles": "[H]/N=C/N.NCN", "orbital_gap_ev": 9.404, "lumo_ev": 0.99, "homo_energy_ev": -8.410, "elements": ["N", "C", "N", "H", "H", "H", "H", "H", "H", "N", "C", "N", "H", "H", "H", "H"], "positions_angstrom": [[-0.754, -0.160, -2.110], [0.269, 0.816, -2.063], [0.489, 1.476, -0.749], [-0.570, -1.148, -2.033], [-1.693, 0.145, -2.275], [1.227, 0.350, -2.304], [0.142, 1.633, -2.790], [-0.307, 2.015, -0.427], [0.670, 0.756, -0.057], [-0.399, 0.062, 2.407], [-0.025, -1.212, 2.088], [1.114, -1.398, 1.566], [-1.171, 0.338, 2.970], [0.413, 0.658, 2.367], [-0.779, -1.996, 2.094], [1.374, -2.338, 1.314]], "nbo_charge": [-0.893, -0.059, -0.858, 0.383, 0.371, 0.180, 0.171, 0.343, 0.360, -0.822, 0.281, -0.753, 0.396, 0.397, 0.153, 0.352]}

---

Tell me which of them is the most stable. Sure, it is three.

---

--- one ---
{"formula": "C5H12N2O2", "method": "ωB97M-V/def2-TZVPD", "smiles": "CC(CC=O)=C(N)N.O", "orbital_gap_ev": 8.545, "lumo_ev": 0.71, "homo_energy_ev": -7.835, "elements": ["C", "C", "C", "C", "C", "N", "N", "O", "O", "H", "H", "H", "H", "H", "H", "H", "H", "H", "H", "H", "H"], "positions_angstrom": [[-0.281, -0.527, 2.108], [-0.731, -1.025, 0.748], [-1.537, 1.073, -0.489], [0.445, -0.254, -1.293], [-0.544, -0.056, -0.392], [0.561, 0.445, -2.498], [1.441, -1.224, -1.123], [-0.696, 0.563, 2.626], [1.464, 0.390, 1.776], [0.771, 0.942, 2.445], [1.191, 0.724, 0.903], [0.071, -1.327, 2.780], [1.475, 0.832, -2.688], [-0.176, 1.110, -2.676], [2.086, -1.306, -1.893], [1.893, -1.252, -0.223], [-1.799, -1.244, 0.875], [-0.229, -1.970, 0.531], [-1.828, 1.394, 0.511], [-2.448, 0.768, -1.018], [-1.130, 1.944, -1.007]], "nbo_charge": [0.496, -0.525, -0.641, 0.354, -0.180, -0.830, -0.840, -0.725, -0.915, 0.529, 0.482, 0.137, 0.374, 0.385, 0.382, 0.393, 0.241, 0.232, 0.243, 0.206, 0.201]}

---

--- two ---
{"formula": "C5H12N2O2", "method": "ωB97M-V/def2-TZVPD", "orbital_gap_ev": 8.210, "lumo_ev": 0.46, "homo_energy_ev": -7.749, "elements": ["C", "N", "C", "N", "C", "O", "H", "H", "H", "H", "H", "H", "H", "H", "C", "C", "O", "H", "H", "H", "H"], "positions_angstrom": [[1.195, -1.452, 0.440], [0.254, -0.317, 0.461], [-1.086, -0.510, -0.175], [0.321, 0.376, 1.707], [-1.494, -1.702, -0.720], [-2.070, 0.276, 0.439], [-2.806, -0.316, 0.650], [0.501, -0.263, 2.480], [-0.570, 0.821, 1.916], [1.361, -1.790, -0.580], [0.796, -2.261, 1.055], [2.159, -1.120, 0.823], [-2.523, -1.816, -1.035], [-0.778, -2.328, -1.234], [0.681, 2.378, -0.621], [0.794, 0.940, -1.052], [1.725, 0.478, -1.673], [-0.475, 0.444, -1.290], [-0.295, 2.566, -0.178], [1.485, 2.593, 0.088], [0.827, 3.003, -1.502]], "nbo_charge": [-0.422, -0.283, 0.424, -0.655, -0.576, -0.724, 0.498, 0.344, 0.381, 0.239, 0.195, 0.227, 0.209, 0.217, -0.715, 0.536, -0.627, 0.036, 0.220, 0.234, 0.244]}

---

Tell me which of them is the most stable. Sure, it is one.

---

--- one ---
{"formula": "C5H12N2O2", "method": "ωB97M-V/def2-TZVPD", "smiles": "CN1C[C@]1(C)O.NC=O", "orbital_gap_ev": 8.262, "lumo_ev": 0.59, "homo_energy_ev": -7.667, "elements": ["C", "C", "C", "C", "N", "O", "H", "H", "H", "H", "H", "H", "H", "H", "H", "N", "C", "O", "H", "H", "H"], "positions_angstrom": [[0.462, -1.185, 0.897], [-1.014, -1.201, 0.759], [-0.036, -1.492, -1.638], [1.044, -1.951, 2.065], [-0.231, -1.847, -0.266], [1.338, -0.179, 0.558], [0.907, 0.501, 0.014], [-1.628, -1.885, 1.333], [-1.588, -0.320, 0.494], [-0.704, -2.112, -2.240], [-0.236, -0.436, -1.853], [0.987, -1.736, -1.931], [0.885, -1.394, 2.986], [2.118, -2.069, 1.947], [0.601, -2.942, 2.112], [-0.870, 3.885, -1.101], [-0.076, 2.877, -0.702], [-0.417, 1.722, -0.557], [-1.774, 3.669, -1.495], [-0.657, 4.867, -1.090], [0.887, 3.227, -0.292]], "nbo_charge": [0.388, -0.285, -0.415, -0.621, -0.463, -0.725, 0.498, 0.188, 0.194, 0.198, 0.174, 0.204, 0.211, 0.214, 0.217, -0.807, 0.538, -0.634, 0.400, 0.405, 0.118]}

---

--- two ---
{"formula": "C5H12N2O2", "method": "ωB97M-V/def2-TZVPD", "smiles": "CCC(N)=O.CC(N)=O", "orbital_gap_ev": 10.542, "lumo_ev": 0.56, "homo_energy_ev": -9.978, "elements": ["C", "C", "C", "O", "N", "H", "H", "H", "H", "H", "H", "H", "C", "C", "O", "N", "H", "H", "H", "H", "H"], "positions_angstrom": [[0.356, -1.726, -0.526], [-0.481, -3.036, -0.179], [0.654, -1.190, 0.983], [0.237, -1.626, 2.009], [1.399, 0.067, 0.739], [1.306, -2.065, -1.058], [-0.156, -1.062, -1.223], [-0.381, -3.369, 0.872], [1.440, 0.553, 1.571], [1.839, 0.299, -0.109], [-0.176, -3.857, -0.925], [-1.507, -2.669, 0.049], [0.128, 2.557, -1.060], [-0.396, 2.310, 0.317], [0.198, 2.793, 1.260], [-1.623, 1.522, 0.525], [0.998, 1.937, -1.438], [0.615, 3.508, -0.983], [-1.883, 1.370, 1.522], [-2.029, 1.232, -0.415], [-0.540, 2.453, -1.929]], "nbo_charge": [-0.530, -0.657, 0.733, -0.579, -0.876, 0.215, 0.219, 0.244, 0.398, 0.398, 0.217, 0.219, -0.741, 0.695, -0.615, -0.895, 0.234, 0.256, 0.434, 0.408, 0.223]}

---

Tell me which of them is the most stable. Sure, it is two.

---

--- one ---
{"formula": "C5H12N2O2", "method": "ωB97M-V/def2-TZVPD", "smiles": "CCC(N)=O.CC(N)=O", "orbital_gap_ev": 10.327, "lumo_ev": 0.75, "homo_energy_ev": -9.574, "elements": ["C", "C", "O", "N", "H", "H", "H", "H", "H", "C", "C", "C", "O", "N", "H", "H", "H", "H", "H", "H", "H"], "positions_angstrom": [[-1.204, 1.972, -1.819], [0.127, 1.236, -1.663], [0.434, 0.297, -2.374], [0.814, 1.648, -0.557], [-1.957, 1.171, -1.935], [-1.335, 2.628, -2.635], [1.718, 1.244, -0.432], [0.825, 2.488, 0.034], [-1.595, 2.680, -1.096], [0.146, -1.424, 0.078], [0.294, -2.669, 0.987], [-0.284, -0.134, 0.892], [-1.387, 0.354, 0.798], [0.591, 0.083, 1.968], [1.017, -1.219, -0.533], [-0.660, -1.540, -0.659], [-0.438, -3.435, 0.866], [0.202, 0.665, 2.721], [1.280, -0.609, 2.227], [0.138, -2.561, 2.046], [1.275, -2.874, 1.086]], "nbo_charge": [-0.736, 0.698, -0.613, -0.834, 0.248, 0.232, 0.385, 0.415, 0.226, -0.524, -0.635, 0.728, -0.622, -0.880, 0.235, 0.241, 0.232, 0.394, 0.393, 0.210, 0.209]}

---

--- two ---
{"formula": "C5H12N2O2", "method": "ωB97M-V/def2-TZVPD", "orbital_gap_ev": [5.964, 5.968], "lumo_ev": [-0.91, -0.91], "homo_energy_ev": [-6.875, -6.877], "elements": ["C", "C", "C", "C", "C", "O", "O", "N", "N", "H", "H", "H", "H", "H", "H", "H", "H", "H", "H", "H", "H"], "positions_angstrom": [[1.854, 0.135, 0.542], [0.058, -0.973, 0.188], [-1.226, 0.561, -1.233], [-0.521, -0.781, -1.195], [-0.858, -0.874, 1.378], [2.160, 0.755, -0.522], [2.700, -0.831, 1.015], [-0.288, 1.501, -0.602], [-0.612, 2.449, 0.156], [0.818, 1.337, -0.769], [3.270, -1.080, 0.273], [1.402, 0.671, 1.385], [0.670, -1.871, 0.233], [-1.626, 2.417, 0.336], [-1.459, 0.918, -2.240], [-2.148, 0.559, -0.643], [-1.204, -1.584, -1.507], [0.300, -0.763, -1.920], [-1.751, -1.507, 1.285], [-1.208, 0.152, 1.560], [-0.332, -1.191, 2.280]], "nbo_charge": [0.549, -0.372, -0.267, -0.444, -0.647, -0.786, -0.712, -0.127, -0.233, 0.469, 0.480, 0.111, 0.209, 0.316, 0.229, 0.202, 0.208, 0.222, 0.196, 0.170, 0.227]}

---

--- three ---
{"formula": "C5H12N2O2", "method": "ωB97M-V/def2-TZVPD", "orbital_gap_ev": 7.908, "lumo_ev": 0.45, "homo_energy_ev": -7.460, "elements": ["C", "C", "C", "N", "H", "H", "H", "H", "H", "H", "H", "C", "N", "C", "O", "O", "H", "H", "H", "H", "H"], "positions_angstrom": [[1.632, 0.475, 0.216], [1.740, 1.767, -0.581], [0.604, -1.155, -0.161], [0.970, -2.222, 0.435], [0.950, -2.186, 1.453], [0.503, -1.088, -1.238], [1.599, 0.654, 1.295], [2.539, -0.108, 0.056], [1.032, 2.518, -0.225], [2.724, 2.229, -0.458], [1.590, 1.586, -1.650], [-2.185, -1.443, 0.061], [-0.977, -0.663, 0.436], [-0.972, 0.774, 0.217], [-1.345, 1.014, -1.066], [-0.958, 1.592, 1.104], [-1.322, 1.972, -1.200], [-0.724, -0.822, 1.412], [-2.106, -2.431, 0.510], [-2.217, -1.536, -1.022], [-3.078, -0.925, 0.406]], "nbo_charge": [-0.541, -0.641, 0.234, -0.877, 0.323, 0.165, 0.191, 0.212, 0.197, 0.216, 0.201, -0.408, -0.551, 0.941, -0.687, -0.576, 0.510, 0.423, 0.236, 0.223, 0.210]}

---

--- four ---
{"formula": "C5H12N2O2", "method": "ωB97M-V/def2-TZVPD", "orbital_gap_ev": 9.876, "lumo_ev": 0.62, "homo_energy_ev": -9.254, "elements": ["C", "C", "C", "N", "O", "O", "H", "H", "H", "H", "H", "H", "H", "C", "C", "N", "H", "H", "H", "H", "H"], "positions_angstrom": [[0.034, 1.509, -0.733], [-0.985, 0.392, -0.950], [-0.141, 2.041, 0.707], [1.415, 1.035, -0.874], [0.853, 1.689, 1.515], [-1.112, 2.647, 1.062], [1.507, 1.213, 0.940], [-0.196, 2.336, -1.416], [1.470, 0.151, -1.359], [1.999, 1.708, -1.356], [-0.656, -0.564, -0.404], [-0.975, 0.080, -1.995], [-1.984, 0.760, -0.734], [0.227, -2.143, 1.356], [0.413, -2.258, 0.060], [0.945, -2.648, -0.972], [0.448, -2.553, -1.857], [-1.894, -0.180, 1.509], [-1.818, -0.966, 1.678], [-0.089, -2.992, 1.938], [0.539, -1.256, 1.886]], "nbo_charge": [-0.172, -0.621, 0.773, -0.865, -0.684, -0.587, 0.509, 0.212, 0.381, 0.382, 0.221, 0.204, 0.246, -0.622, 0.388, -0.635, 0.370, -0.002, -0.003, 0.252, 0.253]}

---

Tell me which of them is the most stable. Sure, it is one.